Entry from the Open Molecules 2025 dataset: a single C4H6O molecule in a non-equilibrium geometry (the ωB97M-V functional and the def2-TZVPD basis).

Geometry (Å):
C1 -0.829 0.017 -1.047
O1 -0.206 -1.160 -0.557
C2 0.454 -0.831 0.656
C3 0.672 0.673 0.564
C4 -0.232 1.203 -0.409
H1 -0.828 0.026 -2.147
H2 -1.896 0.076 -0.721
H3 1.388 -1.405 0.723
H4 -0.179 -1.088 1.523
H5 -0.025 1.514 1.202
H6 1.679 0.974 0.213

Calculated values
Highest occupied orbital energy in eV: -8.775
Frontier orbital gap in eV: 9.192
LUMO level in eV: 0.42
Energy in eV: -6287.729
Spin multiplicity: 1